{"formula": "C2H8NO2P", "method": "ωB97M-V/def2-TZVPD", "symbols": ["P", "O", "O", "N", "C", "C", "H", "H", "H", "H", "H", "H", "H", "H"], "positions_angstrom": [[-0.97159, -0.98935, -0.30979], [-2.72949, 1.78286, -0.60164], [-1.71084, -0.93289, 0.95598], [0.61890, -0.65040, 0.10439], [0.92903, 0.20574, 1.21225], [1.65650, -1.02483, -0.87026], [-3.73625, 1.72410, -0.50592], [2.20310, -0.19971, -1.30538], [1.44336, -0.44977, 1.89488], [1.53308, 1.06086, 0.89802], [0.91468, -1.52165, -1.52601], [2.35505, -1.87463, -0.47577], [-2.56408, 2.34832, -1.33461], [0.05854, 0.52135, 1.86385]], "lumo_ev": 0.54, "e_above_lowest_kcal_mol": 47.2, "smiles": "CN(C)P=O.O"}

{"formula": "C4H9NOS", "method": "ωB97M-V/def2-TZVPD", "symbols": ["S", "O", "N", "C", "C", "C", "C", "H", "H", "H", "H", "H", "H", "H", "H", "H"], "positions_angstrom": [[-0.84105, 1.40671, 2.04777], [0.66423, -0.86334, -2.39376], [-1.26971, 0.64289, -0.88769], [2.16782, -0.66043, 1.40386], [-1.30970, -0.67859, -1.11076], [1.90963, -0.59701, 0.09124], [-0.40464, -1.30230, -2.06529], [-0.74215, -2.26950, -2.48447], [-1.18166, 0.84855, 0.16801], [-2.14886, -1.22321, -0.66559], [-0.98591, 2.66785, 2.46145], [1.20233, 0.19432, -0.10312], [2.07141, 0.18920, 2.06837], [-2.08575, 1.12913, -1.24116], [2.33288, -1.37913, -0.51875], [2.32458, -1.59698, 1.93607]], "lumo_ev": -3.62, "e_above_lowest_kcal_mol": 167.7}

{"formula": "C23H68N12O15", "method": "ωB97M-V/def2-TZVPD", "symbols": ["O", "O", "O", "O", "O", "O", "O", "O", "O", "O", "O", "O", "O", "O", "O", "N", "N", "N", "N", "N", "N", "N", "N", "N", "N", "N", "N", "C", "C", "C", "C", "C", "C", "C", "C", "C", "C", "C", "C", "C", "C", "C", "C", "C", "C", "C", "C", "C", "C", "C", "H", "H", "H", "H", "H", "H", "H", "H", "H", "H", "H", "H", "H", "H", "H", "H", "H", "H", "H", "H", "H", "H", "H", "H", "H", "H", "H", "H", "H", "H", "H", "H", "H", "H", "H", "H", "H", "H", "H", "H", "H", "H", "H", "H", "H", "H", "H", "H", "H", "H", "H", "H", "H", "H", "H", "H", "H", "H", "H", "H", "H", "H", "H", "H", "H", "H", "H", "H"], "positions_angstrom": [[5.74056, -1.69705, -1.05675], [-4.34888, 0.05293, -5.69055], [-3.67255, 2.96208, 3.11570], [-2.40022, 0.45081, 0.31481], [-6.73083, -1.02792, 0.27218], [-1.22529, 4.70215, 2.50452], [1.08527, -2.01752, -0.99043], [0.05759, -3.68692, 3.76407], [1.77145, 2.10608, 2.39559], [4.00636, 6.74862, 0.73818], [-1.80769, -1.01057, -4.31079], [1.79078, 0.37941, -4.23688], [4.78933, -1.14574, 1.69027], [0.12694, 3.53317, -2.40253], [-0.59433, -5.41294, 0.41204], [-1.83892, 2.55959, -2.87341], [1.61645, -2.76878, -3.05278], [-0.58031, -0.64389, 0.70278], [3.58728, 3.98137, 0.27957], [3.61046, -0.25488, -3.15630], [-1.67390, -3.08766, 1.44898], [-4.68704, -1.53725, 0.99545], [-4.87091, -0.12803, -0.57039], [-0.63277, 0.41987, -1.17278], [-0.05650, -3.64745, -2.04622], [2.46886, 1.44151, -2.39932], [-1.77507, 4.47848, -1.95298], [1.78021, 0.84131, 3.08758], [-0.12491, -6.75551, 0.26443], [2.25864, 3.49674, 0.38192], [0.94469, -2.80584, -1.91972], [-3.04317, -0.69920, -3.76648], [-2.44662, -3.88901, 0.48687], [-2.13622, -3.19821, 2.83452], [-1.01231, -2.75115, 3.71396], [-4.21664, -1.05665, -4.74573], [-3.11634, 3.41467, 1.88089], [3.64240, 8.09917, 1.03534], [3.84245, -1.39041, 0.58046], [2.07214, 2.07218, 0.98834], [-2.00131, -5.32553, 0.51024], [-5.50583, -0.86653, 0.25771], [4.23949, 4.33802, 1.50422], [-1.27937, 0.17899, -0.01317], [-1.56393, 3.53558, 1.83308], [-0.24276, -5.07030, 4.17301], [4.02371, 5.88348, 1.92580], [4.51375, -2.25000, -0.56802], [2.57204, 0.50258, -3.32356], [-1.10114, 3.44878, -2.40659], [-1.12424, -1.27125, 1.27780], [-1.25248, 3.58672, 0.78978], [-1.31191, 5.33180, -1.67472], [-3.04141, 0.32681, -3.39849], [-3.51660, 3.62095, 3.79627], [0.09277, -0.19637, -1.51031], [-5.59207, 0.47855, -0.93384], [3.87969, 3.80075, 2.38171], [-2.01369, -3.63184, -0.47985], [1.22615, -3.40750, -3.73086], [2.58056, 8.08872, 1.28128], [-3.89705, 0.11960, -0.46850], [2.92297, -1.90068, 0.86732], [0.22000, -1.04937, 0.23890], [-1.14201, -1.02867, -3.61931], [-3.34012, 2.66513, 1.12180], [-1.06398, -5.12426, 4.88772], [0.69564, -5.28751, 4.68322], [-0.46465, -7.44510, 1.03718], [-0.54915, -1.86460, 3.28080], [-5.17453, -1.11230, -4.22857], [1.58763, 1.93469, -2.38240], [-3.07938, -1.37819, -2.91457], [-0.25352, -4.19428, -1.22022], [3.76067, 8.78657, 0.19774], [-2.42884, -5.93614, -0.28505], [6.20206, -2.49904, -1.31255], [-2.74823, 4.58020, -2.20337], [2.94363, 1.43948, 0.82018], [-0.76713, -3.53117, 1.41499], [-1.56157, 4.65831, 3.40262], [4.76638, 6.16759, 2.67133], [-0.24206, -4.13090, -2.91336], [4.11671, 8.40636, 1.96741], [1.28451, 1.71879, 0.32286], [5.47669, -1.80893, 1.59371], [3.76772, -2.25445, -1.36270], [-1.53232, 2.14023, -3.73957], [3.15701, 1.52443, -1.66469], [3.47933, 4.79323, -0.31148], [-3.61509, 0.03095, -6.30915], [5.28710, 4.04270, 1.56241], [-3.75739, -1.15141, 1.07898], [4.67321, -3.20196, -0.06162], [-3.08930, -2.69065, 2.98321], [-2.24663, -4.27936, 2.91837], [1.75456, 3.46104, -0.58386], [1.99512, 0.97043, 4.14835], [4.13742, -0.11849, -2.30553], [-3.55419, 4.33172, 1.48666], [-1.03351, 2.73386, 2.34689], [-0.50833, -5.76368, 3.37501], [-1.52918, -2.43559, 4.62025], [0.89477, 0.20894, 3.02283], [-4.07000, -1.99620, -5.27848], [-0.48364, -7.29807, -0.61024], [0.95298, -6.83498, 0.40562], [2.64038, 0.33607, 2.64832], [1.71848, 4.22597, 0.98569], [4.02447, -0.84405, -3.86452], [-2.27109, -5.92619, 1.37888], [-3.51726, -3.68933, 0.53132], [3.52629, -0.46789, 0.09353], [-2.82625, 2.63458, -2.67427], [3.08132, 6.06880, 2.44123], [-1.12673, 0.91475, -1.90162], [2.10418, -1.95345, -3.39549], [-5.08039, -1.92699, 1.84013]], "lumo_ev": 0.07, "smiles": "COCCNCCOC.COCCNCCOC.NC(N)=O.NC(N)=O.NC(N)=O.NC(N)=O.NC(N)=O.OCCO.OCCO.OCCO"}

{"formula": "C6H12O", "method": "ωB97M-V/def2-TZVPD", "symbols": ["O", "C", "C", "C", "C", "C", "C", "H", "H", "H", "H", "H", "H", "H", "H", "H", "H", "H", "H"], "positions_angstrom": [[-0.15860, 0.85686, -1.42627], [0.97464, 0.37758, 0.57314], [1.06374, 0.32596, -0.95070], [-2.25455, -0.29344, -1.06865], [-0.50058, 0.02236, 0.77362], [-1.19278, 0.61391, -0.46672], [1.95627, -0.53988, 1.28983], [-2.65364, 0.14690, -1.98759], [-1.64124, 1.58886, -0.22871], [-0.91622, 0.41239, 1.70905], [1.79017, -0.52302, 2.37246], [2.99624, -0.24303, 1.10841], [-1.81942, -1.26969, -1.31285], [-0.61861, -1.07061, 0.78876], [1.13750, 1.41605, 0.89223], [1.88439, 0.92214, -1.36361], [1.19652, -0.71809, -1.28612], [-3.08215, -0.44835, -0.36551], [1.83832, -1.57691, 0.94923]], "lumo_ev": 1.12, "e_above_lowest_kcal_mol": 7.5, "smiles": "C[C@H]1CO[C@@H](C)C1"}

no.,HOMO energy (eV)
1,-9.25
2,-8.53
3,-8.13
4,-9.48